Formula: C13H17InN4O5S
Source: the Open Molecules 2025 dataset
Level of theory: ωB97M-V/def2-TZVPD

Summary:
DFT total energy: -1688.64532 Eh
strongest force on any atom: 0.36 eV/Å
lowest unoccupied orbital energy: -0.2511 Ha
energy relative to the best compared isomer or geometry (same formula, charge and spin): 1.0 kcal/mol
charge: +2

Last column: Mulliken charge in e.
CARTESIAN COORDINATES (ANGSTROEM)
In  0.4577  0.0041  -0.4621  1.193
O  -5.3845  0.3400  -1.2398  -0.485
C  -4.7386  1.0157  -2.1727  0.489
O  -5.2778  1.6019  -3.0652  -0.512
C  -3.2304  1.0531  -2.1242  0.502
C  -2.5283  1.8116  -3.0472  -0.431
N  -1.2265  1.6942  -2.7761  -0.202
N  -1.0259  0.8852  -1.7182  -0.248
C  -2.2493  0.4762  -1.3232  -0.293
C  -2.3476  -0.4643  -0.1443  1.035
O  -3.4170  -0.8557  0.2347  -0.680
O  -1.1881  -0.8070  0.3828  -0.614
H  -4.7771  -0.0535  -0.5788  0.429
H  -2.9081  2.4223  -3.8521  0.559
H  -0.4558  2.1406  -3.2498  0.235
C  1.5602  -1.7805  -3.3617  -1.124
C  2.1003  -2.1157  -2.0192  0.711
N  1.8575  -1.4777  -0.8696  -0.181
C  2.5820  -2.1209  0.1389  -0.225
C  3.2603  -3.1402  -0.4215  -0.582
N  2.9429  -3.1156  -1.7643  -0.018
H  0.6736  -1.1511  -3.2779  0.235
H  1.2657  -2.6820  -3.8972  0.387
H  2.3055  -1.2535  -3.9585  0.315
H  2.5527  -1.8045  1.1668  0.482
H  3.9234  -3.8727  0.0036  0.402
H  3.2933  -3.7621  -2.4573  0.218
O  1.3439  1.3932  0.7350  -0.503
S  0.6657  2.6539  1.4072  0.436
C  0.4529  2.1889  3.1358  -0.662
C  1.7781  2.4954  3.8259  -0.549
C  2.2058  3.8459  3.2606  -0.618
C  2.0916  3.7284  1.7380  -0.571
H  0.1088  1.1549  3.1523  0.377
H  -0.3567  2.8303  3.4944  0.454
H  2.5151  1.7256  3.5905  0.275
H  1.6486  2.5150  4.9064  0.385
H  3.2236  4.1192  3.5332  0.342
H  1.5459  4.6340  3.6267  0.325
H  2.9242  3.1737  1.3002  0.290
H  1.9541  4.6660  1.2046  0.423

Atoms 1-2, force components in eV/Å:
0.0 -0.1 0.1
0.2 0.2 0.0